[1]
2 unconnected molecules or ions with the total composition C4H10N3O at a distorted geometry. Source: the Open Molecules 2025 dataset; level of theory: ωB97M-V/def2-TZVPD.

```
18
Properties=species:S:1:pos:R:3
C 0.720 2.080 -0.495
C -0.180 1.315 0.441
C 0.776 -0.168 0.433
C 2.807 -0.793 -0.612
N 1.746 1.438 -0.918
N 1.732 0.093 -0.393
N -2.530 -0.806 0.574
O 0.616 -1.278 1.136
H 0.506 3.068 -0.855
H -0.182 1.690 1.385
H -1.183 1.178 -0.037
H 3.582 -0.265 -1.037
H 3.329 -1.202 0.305
H 2.337 -1.536 -1.359
H -3.534 -0.531 0.667
H -2.292 -1.656 1.064
H -2.331 -1.039 -0.368
H -0.325 -1.406 1.451
```

**Frontier orbital gap**: 10.4 eV
**Net charge**: +1
**Energy relative to the best compared isomer or geometry (same formula, charge and spin)**: 2.261 eV
**Maximum force**: 0.1080 hartree/bohr
**Highest occupied orbital energy**: -14.442 eV

[2]
A gas-phase ion, C4H10N3O (charge +1) at a distorted geometry. Source: the Open Molecules 2025 dataset; level of theory: ωB97M-V/def2-TZVPD.

```
18
Properties=species:S:1:pos:R:3
C -0.432 1.672 0.034
C -0.049 0.684 -1.091
O -1.088 -0.180 -1.405
N 1.218 -0.329 -0.445
C 0.726 -1.461 0.425
N 1.303 -1.226 1.771
C 2.000 -0.183 1.655
N 2.075 0.406 0.399
H -0.653 1.150 0.954
H 0.474 2.202 0.253
H -1.035 2.381 -0.261
H 0.421 1.056 -1.963
H -1.529 -0.489 -0.608
H 1.723 -0.570 -1.323
H 0.900 -2.459 -0.015
H -0.436 -1.410 0.555
H 2.566 0.305 2.550
H 2.964 0.874 0.169
```

**Frontier orbital gap**: 10.8 eV
**Net charge**: +1
**Energy relative to the best compared isomer or geometry (same formula, charge and spin)**: 2.812 eV
**Maximum force**: 0.1224 hartree/bohr
**Structure (SMILES)**: C[C@H](O)[N@@H+]1CN=CN1
**Highest occupied orbital energy**: -14.153 eV

[3]
A gas-phase ion, C4H10N3O (charge +1) at a distorted geometry. Source: the Open Molecules 2025 dataset; level of theory: ωB97M-V/def2-TZVPD.

```
18
Properties=species:S:1:pos:R:3
C 0.922 0.412 -0.542
C 2.327 0.628 -0.580
C -2.206 0.717 0.881
C -1.495 -0.039 -0.218
N -0.004 -0.248 0.081
N -2.044 -1.299 -0.406
N 3.788 -0.794 0.701
O 3.512 0.183 -0.100
H 0.413 1.193 -1.238
H 2.629 1.178 -1.519
H -2.332 0.127 1.775
H -1.918 1.797 1.233
H -3.268 1.067 0.524
H -1.420 0.557 -1.060
H 4.854 -0.901 0.797
H -2.025 -1.967 0.288
H 0.169 -0.970 0.729
H -1.901 -1.640 -1.345
```

**Frontier orbital gap (alpha / beta)**: 8.7 / 7.6 eV
**Net charge**: +1
**Energy relative to the best compared isomer or geometry (same formula, charge and spin)**: 5.725 eV
**Maximum force**: 0.0784 hartree/bohr
**Highest occupied orbital energy (alpha / beta)**: -13.681 / -13.832 eV

no.,electronic energy (eV)
1,-10819.1426
2,-10818.5921
3,-10815.6788